(1)
6 unconnected molecules or ions with the total composition C6H24N4O8. Source: the Open Molecules 2025 dataset; level of theory: wB97M-V/def2-TZVPD.

Atoms and positions in Å:
C (-2.687, 0.088, 2.062)
O (-1.500, -0.121, 1.878)
N (-3.255, 0.033, 3.307)
N (-3.533, 0.422, 1.038)
H (-4.176, 0.412, 3.428)
H (-2.663, -0.120, 4.101)
H (-4.527, 0.467, 1.167)
H (-3.151, 0.619, 0.131)
C (-1.683, -1.712, -2.814)
O (-0.646, -1.877, -2.190)
N (-2.243, -0.476, -2.955)
N (-2.328, -2.742, -3.444)
H (-1.704, 0.321, -2.654)
H (-3.189, -0.354, -3.264)
H (-2.088, -3.691, -3.234)
H (-3.024, -2.555, -4.143)
C (3.359, -1.836, 0.224)
C (2.377, -2.343, -0.808)
O (1.201, -2.813, -0.169)
O (4.049, -2.878, 0.902)
H (2.807, -1.237, 0.951)
H (4.057, -1.140, -0.256)
H (2.857, -3.145, -1.388)
H (2.145, -1.530, -1.508)
H (0.494, -2.746, -0.820)
H (4.819, -3.105, 0.376)
C (2.236, 2.081, 1.331)
C (1.481, 3.260, 1.916)
O (1.668, 3.303, 3.323)
O (1.951, 1.995, -0.055)
H (1.966, 1.151, 1.841)
H (3.310, 2.226, 1.475)
H (0.425, 3.147, 1.650)
H (1.865, 4.176, 1.454)
H (0.931, 3.775, 3.718)
H (1.282, 1.299, -0.170)
O (-0.094, 0.218, -0.449)
H (-0.517, 0.066, 0.417)
H (-0.109, -0.631, -0.910)
O (-1.031, 2.509, -2.000)
H (-0.293, 2.042, -1.585)
H (-0.839, 3.441, -1.870)

Values from the calculation:
- spin multiplicity = 1
- molecular weight (g mol⁻¹) = 280.28
- SMILES = NC(N)=O.NC(N)=O.OCCO.OCCO.O.O
- energy relative to the best compared isomer or geometry (same formula, charge and spin) (kcal per mole) = 0.0
- orbital gap (eV) = 9.73

Atomic partial charges in e from the Löwdin method, atoms 1 to 4: atom 1 (C): -0.64, atom 2 (O): 0.03, atom 3 (N): 0.16, atom 4 (N): 0.17

---

(2)
A molecular structure, C25H41F3O2P2Re at a distorted geometry. Source: the Open Molecules 2025 dataset; level of theory: wB97M-V/def2-TZVPD.

Atoms and positions in Å:
Re (0.026, -0.146, 0.101)
C (-0.934, -1.811, 0.922)
C (0.387, -2.156, 0.453)
C (0.603, -0.517, 2.100)
C (-0.796, -0.796, 1.936)
C (1.336, -1.359, 1.192)
C (-2.217, -2.458, 0.521)
H (-2.154, -2.872, -0.490)
H (-3.039, -1.738, 0.548)
H (-2.482, -3.276, 1.204)
C (-1.903, -0.184, 2.726)
H (-2.872, -0.379, 2.259)
H (-1.770, 0.901, 2.798)
H (-1.930, -0.570, 3.755)
C (1.205, 0.429, 3.083)
H (1.321, -0.035, 4.073)
H (0.576, 1.316, 3.203)
H (2.191, 0.760, 2.748)
C (2.822, -1.423, 1.099)
H (3.243, -2.079, 1.872)
H (3.261, -0.432, 1.249)
H (3.149, -1.798, 0.124)
C (0.732, -3.270, -0.484)
H (0.953, -4.200, 0.059)
H (1.620, -3.029, -1.076)
H (-0.091, -3.482, -1.173)
C (-1.790, 1.475, -6.669)
C (-1.848, 0.136, -6.685)
C (-1.059, -0.809, -7.546)
C (0.323, -0.305, -8.026)
C (1.244, 0.171, -6.935)
C (1.301, 1.398, -6.399)
C (0.511, 2.614, -6.794)
C (-0.860, 2.353, -7.460)
H (-1.638, -1.086, -8.448)
H (0.169, 0.467, -8.787)
H (-0.932, -1.751, -6.985)
H (-0.692, 1.958, -8.468)
H (-2.548, 2.021, -6.089)
H (-2.643, -0.353, -6.111)
H (-1.345, 3.334, -7.605)
H (0.369, 3.232, -5.890)
H (2.092, 1.608, -5.669)
H (1.097, 3.246, -7.488)
H (0.811, -1.144, -8.550)
H (1.995, -0.567, -6.620)
P (-1.273, 0.366, -2.049)
C (-2.861, 1.218, -2.001)
C (-1.489, -1.039, -3.184)
P (1.418, 0.918, -1.755)
C (0.016, 1.411, -2.833)
C (2.404, -0.245, -2.741)
C (2.476, 2.325, -1.382)
H (-2.806, 2.054, -1.290)
H (-3.642, 0.509, -1.686)
H (-3.093, 1.621, -2.997)
H (-1.596, -0.671, -4.215)
H (-2.386, -1.606, -2.893)
H (-0.631, -1.722, -3.129)
H (2.763, 2.830, -2.313)
H (3.372, 1.974, -0.850)
H (1.937, 3.029, -0.733)
H (-0.233, 2.465, -2.663)
H (0.182, 1.171, -3.893)
H (3.369, -0.413, -2.240)
H (2.564, 0.176, -3.741)
H (1.895, -1.214, -2.832)
F (-0.103, 5.211, 1.544)
C (-0.965, 4.151, 1.562)
F (-0.775, 3.509, 2.754)
F (-2.237, 4.639, 1.558)
C (-0.739, 3.236, 0.293)
O (-1.115, 3.694, -0.784)
O (-0.146, 2.108, 0.503)

Values from the calculation:
- spin multiplicity = 4
- molecular weight (g mol⁻¹) = 678.75
- charge = +2
- energy relative to the best compared isomer or geometry (same formula, charge and spin) (kcal per mole) = 0.0
- orbital gap (spin up / spin down) (eV) = 7.01 / 4.38

Atomic partial charges in e from the Löwdin method, atoms 1 to 4: atom 1 (Re): 1.54, atom 2 (C): -0.34, atom 3 (C): -0.35, atom 4 (C): -0.31

---

(3)
A molecular structure, C13H34InN3O6 at a distorted geometry. Source: the Open Molecules 2025 dataset; level of theory: wB97M-V/def2-TZVPD.

Atoms and positions in Å:
In (2.795, -0.208, 1.882)
O (-0.498, 0.508, -1.578)
C (0.485, 0.469, -0.717)
O (1.177, -0.542, -0.593)
O (0.631, 1.395, 0.137)
H (-0.458, -0.265, -2.146)
C (-1.405, -4.884, -3.332)
C (-0.302, -4.420, -2.474)
C (-0.776, -3.093, -1.834)
O (-0.490, -1.972, -2.694)
C (0.732, -1.871, -3.472)
N (-0.151, -5.524, -1.543)
H (-1.505, -4.092, -4.075)
H (-2.313, -5.173, -2.804)
H (-1.012, -5.747, -3.869)
H (0.591, -4.299, -3.087)
H (-0.280, -3.048, -0.865)
H (-1.839, -3.146, -1.596)
H (1.596, -2.309, -2.970)
H (0.914, -0.817, -3.681)
H (0.626, -2.242, -4.492)
H (-1.107, -5.662, -1.247)
H (0.435, -5.125, -0.823)
C (-0.455, 4.152, -2.163)
C (0.766, 4.694, -1.479)
C (0.273, 5.651, -0.316)
O (0.152, 7.042, -0.602)
C (0.848, 7.840, 0.470)
N (1.688, 3.676, -1.097)
H (-0.149, 4.007, -3.199)
H (-1.445, 4.609, -2.149)
H (-0.669, 3.152, -1.785)
H (1.363, 5.237, -2.211)
H (0.910, 5.317, 0.504)
H (-0.599, 5.408, 0.291)
H (0.207, 7.591, 1.316)
H (0.795, 8.921, 0.348)
H (1.873, 7.473, 0.522)
H (1.712, 3.080, -1.913)
H (1.203, 3.027, -0.493)
C (-0.580, -3.730, 4.282)
C (-0.056, -2.688, 3.316)
C (-0.595, -1.295, 3.642)
O (-0.097, -0.227, 2.842)
C (-0.950, 0.961, 3.080)
N (1.351, -2.634, 3.484)
H (-0.421, -3.337, 5.286)
H (-0.094, -4.701, 4.189)
H (-1.643, -3.944, 4.167)
H (-0.520, -2.719, 2.330)
H (-0.486, -1.136, 4.715)
H (-1.627, -1.403, 3.307)
H (-0.733, 1.473, 4.017)
H (-2.034, 0.870, 3.007)
H (-0.827, 1.725, 2.312)
H (1.482, -2.392, 4.455)
H (1.505, -3.629, 3.400)

Values from the calculation:
- spin multiplicity = 1
- molecular weight (g mol⁻¹) = 443.25
- charge = +2
- orbital gap (eV) = 2.16

Atomic partial charges in e from the Löwdin method, atoms 1 to 4: atom 1 (In): 1.05, atom 2 (O): 0.20, atom 3 (C): -0.76, atom 4 (O): 0.04

---

(4)
A molecular structure, C12H27N5W. Source: the Open Molecules 2025 dataset; level of theory: wB97M-V/def2-TZVPD.

Atoms and positions in Å:
W (0.442, -0.001, 0.001)
C (-1.255, -1.679, 2.328)
C (-1.714, -1.717, 0.855)
N (-0.636, -1.790, -0.226)
C (-1.263, -1.827, -1.624)
C (-0.239, -1.417, -2.657)
N (0.529, -0.205, -2.166)
C (0.128, 1.164, -2.714)
C (-1.253, 1.680, -2.328)
C (-1.713, 1.716, -0.856)
N (-0.636, 1.790, 0.227)
C (-1.264, 1.827, 1.624)
C (-0.241, 1.417, 2.657)
N (0.527, 0.205, 2.167)
C (0.126, -1.164, 2.715)
H (-1.295, -2.691, 2.737)
H (-2.034, -1.133, 2.866)
H (-2.318, -0.843, 0.594)
H (-2.379, -2.571, 0.708)
H (-0.071, -2.636, -0.087)
H (-2.110, -1.142, -1.589)
H (-1.659, -2.825, -1.822)
H (-0.716, -1.211, -3.615)
H (0.494, -2.207, -2.820)
H (1.483, -0.329, -2.502)
H (0.189, 1.131, -3.803)
H (0.918, 1.847, -2.388)
H (-2.032, 1.135, -2.867)
H (-1.292, 2.692, -2.736)
H (-2.316, 0.843, -0.596)
H (-2.378, 2.571, -0.709)
H (-0.070, 2.635, 0.088)
H (-2.111, 1.142, 1.588)
H (-1.660, 2.825, 1.821)
H (-0.719, 1.211, 3.616)
H (0.492, 2.207, 2.822)
H (1.481, 0.329, 2.505)
H (0.186, -1.132, 3.804)
H (0.915, -1.848, 2.389)
C (5.074, -0.005, 0.000)
C (3.631, -0.003, 0.002)
N (2.469, 0.000, 0.001)
H (5.432, -0.573, -0.867)
H (5.439, -0.452, 0.932)
H (5.421, 1.035, -0.076)

Values from the calculation:
- spin multiplicity = 3
- molecular weight (g mol⁻¹) = 425.22
- charge = +4
- orbital gap (spin up / spin down) (eV) = 8.18 / 9.17

Atomic partial charges in e from the Löwdin method, atoms 1 to 4: atom 1 (W): 1.81, atom 2 (C): -0.12, atom 3 (C): -0.13, atom 4 (N): -0.15

---

(5)
A molecular structure, C20H38MnN4O2SSb at a distorted geometry. Source: the Open Molecules 2025 dataset; level of theory: wB97M-V/def2-TZVPD.

Atoms and positions in Å:
Mn (1.955, 1.079, 0.553)
N (-0.787, 0.466, 3.890)
C (0.099, 0.429, 2.877)
S (0.322, 1.886, 1.913)
N (0.714, -0.694, 2.594)
N (1.566, -0.605, 1.567)
C (2.364, -1.604, 1.349)
C (3.429, -1.374, 0.415)
C (4.410, -2.323, 0.116)
C (5.472, -1.978, -0.689)
C (5.552, -0.676, -1.179)
C (4.531, 0.200, -0.882)
N (3.474, -0.119, -0.130)
H (-1.002, 1.378, 4.259)
H (-0.707, -0.281, 4.567)
H (2.240, -2.523, 1.909)
H (4.323, -3.308, 0.553)
H (6.240, -2.698, -0.936)
H (6.393, -0.356, -1.774)
H (4.553, 1.211, -1.269)
C (0.721, 1.150, -2.671)
O (1.180, 1.889, -1.541)
C (1.980, 2.996, -1.946)
C (2.320, 3.843, -0.741)
O (2.921, 3.022, 0.258)
C (3.292, 3.774, 1.420)
H (1.562, 0.848, -3.302)
H (0.032, 1.758, -3.261)
H (0.206, 0.271, -2.294)
H (1.426, 3.619, -2.656)
H (2.887, 2.626, -2.439)
H (1.410, 4.301, -0.340)
H (3.019, 4.628, -1.042)
H (4.030, 4.532, 1.150)
H (3.727, 3.080, 2.135)
H (2.418, 4.256, 1.862)
C (-4.643, -0.704, 1.127)
C (-3.308, -0.097, 1.533)
C (-3.447, 1.395, 1.805)
Sb (-1.666, -0.445, 0.062)
C (-2.720, -0.533, -1.916)
C (-3.406, 0.812, -2.114)
C (-3.679, -1.703, -2.086)
C (-1.152, -2.568, 0.474)
C (-2.335, -3.464, 0.811)
C (-0.327, -3.094, -0.694)
H (-5.353, -0.609, 1.956)
H (-4.564, -1.762, 0.882)
H (-5.075, -0.180, 0.274)
H (-2.927, -0.598, 2.425)
H (-3.896, 1.907, 0.951)
H (-2.487, 1.863, 2.016)
H (-4.101, 1.554, 2.667)
H (-1.904, -0.642, -2.636)
H (-4.244, 0.926, -1.426)
H (-3.801, 0.895, -3.130)
H (-2.715, 1.644, -1.950)
H (-4.487, -1.669, -1.358)
H (-3.165, -2.659, -1.995)
H (-4.129, -1.667, -3.084)
H (-0.520, -2.482, 1.359)
H (-3.021, -3.574, -0.029)
H (-2.889, -3.081, 1.669)
H (-1.971, -4.463, 1.074)
H (-0.928, -3.183, -1.601)
H (0.066, -4.088, -0.457)
H (0.521, -2.436, -0.905)

Values from the calculation:
- spin multiplicity = 6
- molecular weight (g mol⁻¹) = 575.32
- charge = +1
- energy relative to the best compared isomer or geometry (same formula, charge and spin) (kcal per mole) = 14.7
- orbital gap (spin up / spin down) (eV) = 5.81 / 5.68

Atomic partial charges in e from the Löwdin method, atoms 1 to 4: atom 1 (Mn): 0.66, atom 2 (N): 0.11, atom 3 (C): -0.83, atom 4 (S): 0.61